1.
Formula: C7H16
Source: OMol25
Level of theory: ωB97M-V with the def2-TZVPD basis set

The geometry in XYZ format:
```
23
C7H16 ωB97M-V with the def2-TZVPD basis set
C -0.9925 2.3908 -0.4509
C -1.3151 1.1840 0.5627
C -1.4229 0.0005 -0.0857
C -1.2669 -1.3035 0.7162
C -1.0428 -2.4210 -0.4207
H -0.0545 2.4339 -0.9051
H -1.7289 2.4804 -1.2841
H -0.8315 3.3647 0.1897
H -2.0050 1.6710 1.3490
H -0.4155 0.7538 1.1576
H -2.2123 -0.1790 -0.9170
H -0.6548 -0.0712 -0.6764
H -2.3066 -1.3501 1.2407
H -0.5568 -1.1358 1.5131
H -0.1978 -1.8915 -1.1312
H -0.6949 -3.4173 0.0478
H -1.8756 -2.3532 -0.9964
C 3.2992 -0.6651 -0.1787
C 3.2310 0.5976 0.2944
H 2.6183 -0.8877 -1.1047
H 3.7533 -1.5142 0.5510
H 2.6260 1.2379 -0.4855
H 4.0470 1.0749 1.0143
```

As for the structure (SMILES): CCCCC.C=C. The gap between HOMO and LUMO is 11.27 eV. The value obtained for the HOMO energy is -10.19 eV.

---

2.
Formula: C7H16BF4N2O7S2
Source: OMol25
Level of theory: ωB97M-V with the def2-TZVPD basis set

The geometry in XYZ format:
```
39
C7H16BF4N2O7S2 ωB97M-V with the def2-TZVPD basis set
C 2.2623 -0.2915 0.6461
O 1.9248 0.9905 1.1606
C 1.3250 1.8293 0.2008
C -0.1395 1.4832 -0.0301
C -0.9858 1.6614 1.2362
C -2.3954 2.2463 1.0103
C -3.5215 1.2715 1.3523
N -3.7580 0.3283 0.2141
B -3.1506 -1.0350 0.4986
N -2.2966 -1.6053 -0.4867
O -3.4567 -1.6530 1.6799
S -5.2425 0.1948 -0.4513
O -5.9130 -0.9699 0.0025
O -5.1888 0.4731 -1.8382
F -5.9779 1.4142 0.1954
H 2.7605 -0.2294 -0.3184
H 2.9415 -0.7598 1.3527
H 1.3676 -0.9246 0.5620
H 1.8823 1.7974 -0.7426
H 1.4024 2.8474 0.5921
H -0.5174 2.1062 -0.8452
H -0.1874 0.4516 -0.3852
H -0.4309 2.2740 1.9478
H -1.1025 0.6875 1.7209
H -2.5059 2.4807 -0.0507
H -2.5419 3.1841 1.5475
H -3.2424 0.6816 2.2251
H -4.4226 1.8129 1.6107
H -1.3944 -1.9497 -0.1812
H -2.1340 -0.9691 -1.2581
H -2.7171 -2.1172 2.0846
C 5.9022 -2.7913 -2.5327
F 5.6902 -2.2191 -3.7327
F 4.9195 -3.6938 -2.3468
F 7.0572 -3.4758 -2.6182
S 5.9468 -1.5406 -1.1762
O 4.6273 -0.9464 -1.2713
O 7.0434 -0.6875 -1.5704
O 6.1697 -2.3572 -0.0042
```

As for the net charge: -1. The gap between HOMO and LUMO is 7.89 eV. The value obtained for the HOMO energy is -5.98 eV.

---

3.
Formula: C7H16ClFeIO3P
Source: OMol25
Level of theory: ωB97M-V with the def2-TZVPD basis set

The geometry in XYZ format:
```
30
C7H16ClFeIO3P ωB97M-V with the def2-TZVPD basis set
C 1.4080 5.7367 -4.6798
C 0.5838 5.0788 -3.5860
H 1.0319 6.7458 -4.9194
H 1.3679 5.1398 -5.5992
H 2.4552 5.8447 -4.3696
O -0.3552 5.6045 -3.0233
I 1.0961 2.9955 -2.8951
Fe 0.0309 0.7776 -0.9659
P -1.4991 -0.8960 -1.7319
C -3.2029 -1.3306 -1.3690
C -1.5327 0.1676 -3.2136
H 0.3256 -2.3276 -2.5183
H -1.2773 -2.9058 -3.1503
H -0.8026 -3.1971 -1.4482
C -0.7422 -2.4783 -2.2814
H -0.5230 0.4551 -3.5518
H -2.0790 -0.3625 -4.0009
H -3.6872 -1.7714 -2.2488
H -3.7159 -0.4130 -1.0734
H -2.0630 1.0914 -2.9616
H -3.2007 -2.0432 -0.5372
C -1.1443 0.2377 0.5390
O -1.6058 0.1147 1.5953
Cl 2.0509 -0.0338 -1.6206
C 1.4126 -0.2391 2.5109
O 1.3337 0.9291 1.7164
H 1.1770 -1.0973 1.8776
H 0.8179 -0.1721 3.4259
H 2.4342 -0.3682 2.8715
H 0.9008 1.6478 2.2389
```

As for the net charge: +2. The gap between HOMO and LUMO (spin up / spin down) is 8.05 / 4.56 eV. The value obtained for the HOMO energy (spin up / spin down) is -15.95 / -16.41 eV. Its spin multiplicity is 6.

---

The records above give, respectively, strongest force on any atom values of 8.8 1.1 6.3 eV Å⁻¹.
The records above give, respectively, relative energy (zero: lowest compared OMol25 entry of this formula, charge and spin) values of 127.25 0.00 15.21 kcal/mol.